C25H35Br12ClN2O2S | ωB97M-V/def2-TZVPD

Last column: Löwdin charge in e.
Cartesian coordinates (Å):
C -0.64 -4.99 2.20  -0.123
O -1.98 -5.29 1.91  -0.189
C -2.56 -4.44 0.92  -0.230
C -2.88 -3.07 1.48  -0.193
C -3.69 -2.20 0.50  -0.197
C -3.34 -0.71 0.72  -0.216
C -4.43 0.28 0.31  -0.202
C -4.28 1.63 1.05  -0.214
C -2.83 2.15 0.98  -0.198
C -2.05 2.03 2.30  -0.210
C -0.62 1.55 2.11  -0.212
C 0.20 1.58 3.41  -0.211
C 1.26 0.47 3.47  -0.179
C 2.61 0.89 2.83  -0.130
C 2.68 0.35 1.42  -0.171
C 2.87 -0.98 1.20  -0.013
C 2.89 -1.52 -0.12  -0.009
C 2.73 -0.74 -1.22  -0.183
C 2.70 -1.36 -2.60  -0.148
C 1.36 -2.08 -2.74  -0.920
O 0.33 -1.55 -2.45  0.037
Cl 1.36 -3.79 -3.22  0.633
C 2.55 0.65 -1.03  -0.306
N 2.38 1.57 -1.99  -0.211
S 2.25 2.97 -1.23  1.022
N 2.37 2.52 0.30  -0.219
C 2.54 1.19 0.29  -0.303
H -0.49 -5.04 3.28  0.087
H -0.33 -3.99 1.87  0.074
H 0.05 -5.71 1.75  0.084
H -1.85 -4.35 0.09  0.125
H -3.49 -4.91 0.59  0.126
H -1.95 -2.52 1.65  0.096
H -3.40 -3.11 2.44  0.125
H -4.76 -2.38 0.60  0.109
H -3.38 -2.46 -0.51  0.113
H -3.16 -0.58 1.79  0.107
H -2.44 -0.51 0.14  0.110
H -5.42 -0.14 0.54  0.105
H -4.41 0.46 -0.77  0.113
H -4.94 2.34 0.55  0.010
H -4.58 1.45 2.08  0.108
H -2.89 3.22 0.75  0.104
H -2.30 1.69 0.15  0.103
H -2.53 1.30 2.96  0.101
H -2.02 2.99 2.82  0.115
H -0.10 2.13 1.34  0.100
H -0.66 0.52 1.75  0.103
H -0.51 1.40 4.22  0.108
H 0.65 2.56 3.56  0.052
H 1.41 0.21 4.52  0.105
H 0.88 -0.40 2.93  0.098
H 3.43 0.41 3.37  0.116
H 2.72 1.97 2.83  0.070
H 2.99 -1.67 2.02  0.122
H 3.02 -2.59 -0.25  0.123
H 3.51 -2.09 -2.63  0.114
H 2.81 -0.61 -3.38  0.075
C 1.60 -1.42 -7.43  -1.613
Br 3.40 -2.01 -7.75  0.584
Br 1.24 -1.27 -5.54  0.732
Br 1.21 0.22 -8.35  0.591
H 0.93 -2.17 -7.82  -0.027
C 7.21 -1.59 -9.34  -1.665
Br 7.37 -1.56 -11.25  0.573
Br 8.44 -2.83 -8.54  0.570
Br 7.37 0.17 -8.58  0.566
H 6.21 -1.94 -9.11  -0.077
C -7.17 5.22 0.87  -1.642
Br -7.68 4.10 2.35  0.572
Br -5.92 6.57 1.40  0.570
Br -6.51 4.18 -0.60  0.611
H -8.07 5.72 0.53  -0.033
C 4.16 4.49 5.12  -1.643
Br 4.52 4.73 3.24  0.575
Br 2.34 3.94 5.40  0.614
Br 5.41 3.28 5.94  0.570
H 4.28 5.46 5.59  -0.032

Its spin multiplicity is 1. The calculation puts the HOMO energy at -8.8 eV. The relative energy (zero: lowest compared OMol25 entry of this formula, charge and spin) comes out at 0.0 kJ/mol. Its LUMO energy is -0.62 eV. Its HOMO-LUMO gap is 8.217 eV. Its total energy is -32980.07642 Ha.